[1]
C18H32F3NO11Si2 | ωB97M-V/def2-TZVPD

```
67
Properties=species:S:1:pos:R:3:forces:R:3:nbo_charge:R:1
C 3.975084 -2.813941 3.969181 -0.17 -0.25 0.17 -0.256
H -1.643391 0.962182 0.043069 -0.08 -0.05 -0.32 -0.215
H 4.182889 1.939639 -1.455871 0.01 0.18 -0.01 0.196
O 5.682069 3.873902 -2.502638 0.11 -0.04 0.06 -0.643
C 0.101467 2.670362 -1.323692 -0.95 -2.02 0.77 -0.223
C -5.558885 0.061641 0.282056 -0.52 -0.11 0.00 0.948
H -0.844921 0.573587 -3.534694 0.00 0.27 0.22 -0.213
H 9.356361 3.930183 -3.051438 -0.07 -0.15 0.19 0.195
O -4.739074 -1.053373 -1.797392 0.17 0.90 0.03 -0.508
H -5.641876 -1.797720 3.968095 0.04 -0.26 0.10 0.193
C -0.724525 4.307455 -2.975111 1.48 -0.98 1.71 -0.156
H 4.480997 -2.827675 4.934647 0.10 -0.06 -0.11 0.192
C 7.168831 -0.163756 1.888926 0.36 0.19 -0.17 -0.260
H -8.423377 -6.725551 2.856363 0.06 0.08 -0.13 0.192
C 6.450239 3.215831 -1.849407 0.03 -0.11 0.12 0.980
H 7.197664 0.776772 1.341603 -0.28 -0.03 0.04 0.204
H -5.892403 -2.280304 2.287446 -0.26 -0.18 0.20 0.206
C -2.360770 -1.439067 -2.472382 -0.70 0.09 0.27 -0.899
H -2.190546 -2.423164 -1.970363 -0.37 0.58 -0.55 0.246
H 0.796536 5.883408 -3.202293 -0.04 -0.61 0.45 0.230
H -7.024828 -6.940749 1.756129 -0.12 0.11 0.01 0.192
O 4.323594 -1.641411 3.234157 0.10 0.07 -0.05 -0.494
H 8.029356 5.078520 -2.824733 -0.12 -0.07 -0.08 0.192
C -6.256622 -2.403136 3.304660 0.00 0.32 -0.07 -0.263
H 4.579498 1.613115 0.235437 0.26 0.00 -0.03 0.205
C -5.606358 -0.073991 -1.274235 -0.57 0.19 -0.06 -0.153
O 0.216302 -0.362830 -1.277312 -1.60 1.25 -0.63 -1.200
O -6.136432 -3.764530 3.724166 -0.06 -0.16 0.03 -0.494
F -6.831100 0.191862 0.761142 0.80 0.18 -0.21 -0.332
F -5.045239 -1.032154 0.907155 0.08 1.10 -0.73 -0.326
O 6.480587 -2.330172 3.255220 -0.10 0.08 -0.03 -0.640
H 7.874750 3.732595 -3.998337 -0.10 0.10 0.07 0.192
H -3.300900 0.484465 -1.959320 -0.31 -0.64 0.07 0.160
C 1.402657 4.378893 -1.736454 1.64 1.21 0.12 0.034
H 7.803379 -0.070611 2.770406 -0.03 -0.18 -0.03 0.191
C 5.626172 -1.539812 2.949158 -0.08 0.09 -0.04 0.979
Si -0.226901 1.022134 -0.386661 0.99 -0.11 0.19 1.392
C -0.914569 3.108875 -2.207790 0.62 1.46 -0.66 -0.257
N 1.299742 3.239844 -1.016518 -2.21 1.38 -2.27 -0.406
H -2.784014 -1.580659 -3.500114 0.47 -0.15 0.68 0.250
H 4.337612 3.285579 -0.282777 -0.01 -0.02 -0.17 0.193
C -7.346766 -6.885653 2.796157 -0.13 -0.30 -0.10 -0.256
O -6.644276 -5.854036 3.487398 0.02 0.11 0.00 -0.495
H -3.093759 -0.664325 -0.590569 -0.25 0.23 -0.72 0.185
H -7.107272 -7.827892 3.284918 0.13 0.17 0.13 0.194
C -6.845156 -4.627277 2.992084 0.10 0.04 0.10 0.978
H -5.402631 0.939812 -1.705523 0.00 -0.67 0.40 0.192
Si -0.658706 -0.633640 -2.708652 0.45 -0.85 0.20 1.419
H 4.213774 -3.711315 3.398266 0.13 0.05 0.08 0.192
O 5.812429 -0.406839 2.264922 -0.09 -0.07 0.05 -0.497
O 6.125332 2.386186 -0.855049 0.17 0.06 -0.09 -0.500
C 4.723051 2.312631 -0.586150 -0.44 -0.11 0.18 -0.259
H 2.336388 4.953745 -1.542530 -0.66 -0.45 -0.22 0.198
H -1.848741 2.532044 -2.310316 0.65 0.29 0.14 0.219
H 0.158929 -1.549480 -3.533807 -0.04 -0.04 0.14 -0.192
H 7.534887 -0.954659 1.234342 0.01 -0.05 0.16 0.193
F -4.865958 1.167396 0.675426 -0.34 -0.95 -0.09 -0.328
H 2.900809 -2.785313 4.139481 0.05 0.21 -0.13 0.196
O -7.543227 -4.351336 2.050811 0.06 -0.06 0.10 -0.642
C 8.273654 4.036246 -3.030389 0.20 0.17 -0.22 -0.256
C -3.387774 -0.593579 -1.668097 1.30 -0.25 0.61 -0.073
C 0.522065 4.947917 -2.687539 -1.26 -0.75 -0.22 -0.260
H -7.290270 -2.065439 3.386248 0.02 -0.08 -0.13 0.190
H 0.576730 1.017769 0.853037 0.06 -0.03 -0.17 -0.181
H -1.480555 4.674703 -3.684683 0.57 -0.11 0.40 0.228
O 7.780280 3.188874 -1.993657 -0.09 -0.03 0.05 -0.496
H -6.662294 -0.312777 -1.535617 0.86 -0.18 0.18 0.227
```
Forces are in eV/Å.

Frontier orbital gap ... 0.3697 Ha
2S+1 ... 1
Highest occupied orbital energy ... -9.85 eV
LUMO ... 0.2 eV
Total energy ... -2466.11691 a.u.

***

[2]
C18H32FNO9S | ωB97M-V/def2-TZVPD

```
62
Properties=species:S:1:pos:R:3:forces:R:3:nbo_charge:R:1
H 3.976448 0.873397 -4.360848 0.01 0.18 -0.10 0.209
H -4.343912 5.970731 2.495249 0.05 -0.07 -0.03 0.222
O 3.236692 0.409687 0.267042 -0.90 -0.12 0.10 -0.555
C -1.595449 -3.761828 1.323163 -0.13 0.85 0.91 -0.262
H 7.863799 0.695944 -4.090245 0.08 0.00 -0.09 0.234
O 7.381380 1.734327 -6.712687 -0.29 0.09 -0.06 -0.562
H -3.760597 1.080817 0.617739 -0.03 -0.19 0.32 0.207
C 5.040623 1.084452 -4.284837 -0.23 -0.08 0.19 -0.072
H 0.918742 -3.356754 0.927549 -0.60 -0.17 -0.11 0.213
C -3.772446 0.360722 1.449148 0.58 -1.06 0.19 -0.623
H -4.806115 0.113763 1.727201 0.31 0.33 0.00 0.229
C 5.869612 -0.182426 -4.176121 0.11 -0.22 0.15 -0.428
C -4.947176 5.063895 2.492282 -0.01 0.29 0.03 -0.429
H -2.009744 -0.796555 0.759348 -0.35 0.21 0.21 0.167
O -4.867093 2.725407 2.710504 -0.21 0.24 0.14 -0.494
C -4.161528 3.822169 2.107995 0.11 0.10 -0.17 -0.071
H 2.304168 2.121159 1.059213 0.21 -0.35 -0.35 0.198
H -1.127644 -1.909086 2.402758 -0.35 -0.02 -0.14 0.165
H -3.540719 -1.282233 0.062093 0.14 0.07 0.36 0.175
C -5.617946 3.178694 3.750665 -0.06 0.03 0.50 0.790
H -5.771782 5.211623 1.792017 0.05 -0.02 -0.01 0.211
C -1.978799 -2.606953 2.300296 0.06 -1.50 0.48 -0.059
H 0.949459 1.045963 2.669408 0.18 -0.40 -0.02 0.218
N -1.025544 -3.143451 0.088491 -1.51 -2.11 0.61 -0.677
H 1.028905 -0.566892 1.855291 0.10 0.32 0.10 0.194
O -1.903148 -2.333424 -2.080907 -0.84 0.93 0.51 -0.922
S -1.846911 -3.526242 -1.314369 1.42 1.16 -2.75 2.514
H 1.243808 1.045250 0.076007 0.41 0.37 0.03 0.182
H 5.206504 1.762948 -3.444959 0.01 0.00 -0.02 0.179
H -4.802380 4.926721 4.663522 -0.10 -0.03 0.07 0.236
C 0.992119 -2.069693 -0.796120 -0.21 0.11 1.01 -0.388
O -6.239733 2.460515 4.475193 0.07 -0.20 -0.27 -0.554
H -4.121049 3.678480 1.029656 -0.01 -0.21 0.06 0.198
H -2.499760 -4.362077 1.156156 0.28 0.27 -0.23 0.232
F -3.335331 -3.916454 -0.963957 1.07 0.14 0.75 -0.454
C 0.429953 -3.329974 -0.055827 1.06 1.32 -1.48 -0.234
H 5.969362 -0.543983 -3.153452 -0.06 0.08 0.00 0.219
H -6.469087 5.138232 4.047293 0.04 -0.11 0.29 0.244
C 7.186821 0.239197 -4.814077 -0.50 -0.32 0.08 -0.529
O -1.259063 -4.584543 -2.064131 -0.25 -1.30 1.12 -0.913
C 1.583487 0.353284 2.096315 0.56 0.31 -0.67 -0.636
H 5.412234 -0.976668 -4.770047 -0.02 0.03 0.03 0.209
C 2.830284 -0.377418 -0.795586 0.70 -1.77 2.38 0.828
H 0.445342 -1.215375 -0.355670 0.13 -0.26 -0.23 0.202
H -2.134607 -3.096202 3.280323 0.06 0.33 -0.25 0.192
H -3.141643 3.837039 2.501346 -0.02 -0.01 0.01 0.176
C 2.067924 1.079074 0.806959 -0.70 -0.53 1.01 -0.074
H 2.809660 -2.166435 0.471206 -0.12 0.10 -0.29 0.217
O -3.195270 -1.991766 1.974145 0.43 0.65 -0.12 -0.539
H -0.860937 -4.433062 1.798900 -0.12 0.30 -0.26 0.203
C 6.740188 1.296790 -5.802916 0.44 0.14 -0.01 0.788
H 3.078017 -2.422604 -1.295501 -0.04 0.09 0.42 0.240
H 7.675639 -0.587289 -5.323541 0.24 0.20 -0.03 0.241
O 5.491921 1.728011 -5.489809 0.15 -0.10 -0.09 -0.489
C -3.077017 -0.935760 1.006732 -0.18 0.01 -1.02 -0.069
C -5.499462 4.684578 3.859617 0.01 0.15 -0.57 -0.529
H 2.488727 0.072804 2.653388 -0.42 0.16 0.14 0.222
C 2.508468 -1.858869 -0.539899 -0.04 0.23 -0.27 -0.529
H 0.738422 -2.074678 -1.862807 0.23 -0.05 0.27 0.244
O 2.751630 0.064670 -1.866516 -0.25 1.40 -3.12 -0.542
H 0.718047 -4.206955 -0.656413 -0.34 -0.09 0.52 0.228
H -3.226491 0.755306 2.317036 -0.41 0.11 -0.22 0.207
```
Forces are in eV/Å.

Frontier orbital gap ... 0.3743 Ha
2S+1 ... 1
Highest occupied orbital energy ... -9.89 eV
LUMO ... 0.3 eV
Total energy ... -1934.98673 a.u.
SMILES ... CCOCCN(CCCC(=O)OCC)S(=O)(=O)F.O=C1CCCO1.O=C1CCCO1

***

[3]
C18H32InN2O8 | ωB97M-V/def2-TZVPD

```
61
Properties=species:S:1:pos:R:3:forces:R:3:nbo_charge:R:1
C -4.279909 -0.679638 -1.580272 1.23 0.22 -1.19 0.365
C -3.133359 -1.097138 4.007188 -2.11 -1.31 -0.11 -0.253
H 0.774731 -3.453158 -1.841502 0.12 -0.74 0.71 0.177
O -7.253689 -1.876538 -3.112762 3.94 1.66 -1.24 -0.399
C -0.334699 -3.226228 2.208508 0.68 0.64 -0.38 -0.255
C -0.038859 -2.783508 -1.562642 1.06 0.08 0.94 -0.264
O -5.746489 -0.762038 -5.532952 0.36 -0.60 4.56 -0.407
O -2.507879 0.609212 -2.489852 -3.09 -1.36 -1.70 -0.486
H 0.990931 -1.170088 4.484848 0.10 -0.12 0.32 0.195
H 1.617801 6.341882 1.232498 -0.57 0.44 0.21 0.173
H -3.490099 -1.145968 5.036008 -0.03 0.93 0.38 0.172
H -3.520569 0.296352 -4.992892 -0.23 -0.17 -0.28 0.266
C -5.534389 -1.310138 -1.803402 1.23 0.40 0.41 -0.042
C -6.058959 -1.372568 -3.089132 -5.01 -1.38 -0.90 0.315
H 3.829861 4.950792 0.718448 0.62 -0.13 -0.40 0.180
H -3.766859 -0.498808 3.352368 0.37 0.50 0.30 0.198
O 3.263611 0.258312 -1.196032 1.85 0.11 -0.92 -0.553
C 4.354421 -0.573188 -0.731722 -0.44 -0.05 -0.90 -0.257
H -6.039599 -1.758658 -0.960802 -0.29 -0.07 -0.10 0.257
C 3.659981 0.868392 -2.455152 -1.49 1.43 0.51 -0.087
H -1.119119 -1.270288 5.634568 0.74 -0.36 0.65 0.186
H -3.362739 -2.125268 3.727148 0.11 -0.44 -0.56 0.158
H 4.649051 1.318372 -2.540912 0.44 -0.32 0.99 0.179
H -0.641819 -4.295548 0.474418 0.04 -0.11 -0.55 0.180
C 0.058001 -3.514628 0.771908 -0.18 0.26 -1.15 -0.062
H 1.558401 -2.795958 2.783438 0.13 -0.01 -0.12 0.362
C -5.313069 -0.757908 -4.300362 -3.01 -0.94 -5.43 0.305
H -1.587849 -2.710348 4.872108 -0.53 -0.16 -0.79 0.176
H 0.688151 5.237162 2.320328 -0.17 -0.52 -0.68 0.198
H 2.419411 5.425022 2.436288 0.18 -0.09 0.36 0.166
C 0.393751 -2.052278 4.254138 -0.87 0.72 -0.33 -0.232
H 3.598351 0.165532 -3.286002 -0.08 -0.32 0.09 0.186
H 5.251101 -0.001328 -0.492872 -0.30 0.36 0.83 0.181
O -1.795029 -0.849228 3.893488 0.66 0.57 -1.90 -0.535
H 2.801281 5.649982 -0.564672 0.16 0.62 0.29 0.156
H -1.350689 -2.831428 2.210578 0.15 0.72 -0.01 0.210
C -3.594089 0.036352 -2.818702 3.34 1.24 2.11 0.343
H 2.925241 2.583462 -3.618162 0.83 -0.39 -0.43 0.179
C 2.632541 1.987502 -2.753722 0.22 -0.28 -0.72 -0.240
H 0.716951 -2.905738 4.850148 -0.06 0.09 0.47 0.185
C -1.103029 -1.757508 4.659648 2.24 -0.40 1.52 -0.087
H 1.079821 -3.864738 0.625558 0.09 -0.44 0.54 0.174
C 3.382711 3.731312 -1.159722 0.37 0.95 0.44 -0.241
O -0.009229 -2.372428 -0.154012 -0.55 -0.68 -0.42 -0.575
H 4.253701 3.120142 -0.923172 -0.36 -0.34 0.14 0.201
H 4.748541 -1.183598 -1.544242 -0.43 -0.42 -0.29 0.173
H 0.288431 -1.960138 -2.197502 -0.93 0.62 0.30 0.198
C 3.034671 4.748002 0.001068 -0.52 -0.12 -0.92 -0.056
C 1.593031 5.371112 1.727568 1.43 1.23 -0.03 -0.251
O 1.898771 4.433942 0.737158 -1.58 -2.17 0.31 -0.552
H -0.969479 -3.266978 -1.859792 -0.17 0.36 0.10 0.180
N 2.251461 3.005042 -1.736852 -0.14 -0.98 0.38 -0.623
H 1.786081 1.435842 -3.162702 -0.74 0.35 0.67 0.199
H -0.475639 -4.157978 2.756288 0.39 -0.55 -0.07 0.182
In 0.115461 1.140822 0.844018 0.27 -0.26 -0.31 0.916
H 3.685791 4.444592 -1.926182 0.82 -0.11 -0.18 0.173
O -3.646879 -0.782908 -0.556602 -0.08 0.29 0.30 -0.448
C -4.102869 -0.118268 -4.183302 1.72 0.74 3.55 -0.060
H 3.952931 -1.238168 0.032948 0.33 0.34 0.20 0.197
N 0.658271 -2.340528 2.832768 -1.38 0.35 0.03 -0.634
H 1.863651 3.701692 -2.356852 -0.88 0.09 0.38 0.358
```
Forces are in eV/Å.

Frontier orbital gap ... 0.1649 Ha
2S+1 ... 1
Total charge ... +1
Highest occupied orbital energy ... -11.55 eV
LUMO ... -7.1 eV
ΔE to the lowest compared entry with this formula, charge and spin ... 1.556 eV
Total energy ... -1606.01845 a.u.